# C36H49BN9

A cluster of 10 separate species, C36H49BN9 in total at a distorted geometry (ωB97M-V/def2-TZVPD, the OMol25 dataset).

Its molar mass is 618.7 g/mol. The calculated total energy is -1918.09454 a.u. For the orbital gap, the calculation gives 7.5309 eV. As for the relative energy (zero: lowest compared OMol25 entry of this formula, charge and spin): 175.6 kJ/mol.

Geometry as ORCA input:
```
! wB97M-V def2-TZVPD RIJCOSX def2/J DEFGRID3
* xyz -1 1
B 0.178 -0.468 -0.162
H -0.609 -0.151 -1.036
H 1.297 -0.319 -0.595
H 0.066 0.231 0.762
H -0.021 -1.737 0.041
N -3.267 0.704 0.660
C -3.498 1.401 1.779
C -4.719 2.276 1.595
C -4.921 2.226 0.046
C -4.064 1.022 -0.438
H -2.537 0.162 0.442
H -3.166 1.106 2.608
H -5.165 2.939 2.359
H -5.709 2.769 -0.485
H -4.003 0.437 -1.455
N 0.366 -3.233 -1.866
C -0.116 -3.081 -3.147
C -0.307 -4.522 -3.658
C -0.188 -5.425 -2.396
C 0.279 -4.592 -1.373
H 0.703 -2.544 -1.509
H -0.177 -2.209 -3.764
H -0.289 -4.920 -4.579
H -0.475 -6.528 -2.358
H 0.619 -4.802 -0.305
N -1.561 -2.114 2.375
C -2.888 -2.377 2.163
C -3.448 -2.792 3.472
C -2.230 -2.894 4.447
C -1.156 -2.341 3.620
H -0.940 -1.657 1.709
H -3.379 -2.122 1.156
H -4.446 -3.047 3.656
H -2.370 -3.222 5.360
H -0.069 -2.176 3.705
N 1.515 0.460 -4.564
C 2.342 1.145 -5.407
C 3.653 0.410 -5.613
C 3.524 -0.704 -4.551
C 2.207 -0.557 -3.787
H 0.539 0.834 -4.138
H 1.995 1.959 -5.889
H 4.591 0.493 -6.190
H 4.249 -1.490 -4.264
H 1.804 -1.046 -2.856
N 0.865 3.409 2.421
C 1.756 2.326 2.566
C 2.698 2.636 3.618
C 2.471 3.999 4.193
C 1.191 4.425 3.249
H 0.002 3.538 1.796
H 2.104 1.525 1.903
H 3.473 1.959 3.870
H 3.156 4.408 4.949
H 0.842 5.431 3.354
N -2.000 3.593 0.773
C -0.859 3.481 -0.186
C -0.190 4.888 0.037
C -1.058 5.792 0.857
C -2.229 4.857 1.235
H -2.703 2.822 0.952
H -0.592 2.465 -0.522
H 0.651 5.255 -0.288
H -0.763 6.718 1.073
H -3.146 5.069 1.847
N 2.420 -2.286 2.036
C 2.788 -1.862 3.315
C 3.638 -2.951 3.975
C 3.610 -4.034 2.893
C 2.922 -3.520 1.644
H 1.888 -1.631 1.335
H 2.555 -0.908 3.555
H 4.303 -2.961 4.827
H 4.088 -5.042 2.742
H 2.505 -4.302 0.891
N 3.268 2.331 -2.891
C 2.553 2.904 -1.800
C 3.177 4.126 -1.331
C 4.408 4.367 -2.263
C 4.410 3.121 -3.140
H 2.990 1.393 -3.263
H 1.825 2.197 -1.430
H 2.807 4.731 -0.585
H 5.137 5.181 -2.316
H 5.071 2.791 -4.052
N -2.596 -3.379 -1.109
C -3.566 -4.138 -0.342
C -4.869 -3.375 -0.207
C -4.446 -1.943 -0.859
C -2.984 -2.087 -1.414
H -1.599 -3.590 -1.104
H -3.100 -5.041 0.046
H -5.584 -3.800 0.510
H -5.180 -1.028 -0.822
H -2.315 -1.363 -2.109
*
```

Here are the Löwdin charges for atoms 1 to 6, given in e: -0.472 -0.048 -0.046 -0.059 -0.012 0.015



# C36H49CoN2O9SiTe

A structure of composition C36H49CoN2O9SiTe at a distorted geometry (ωB97M-V/def2-TZVPD, the OMol25 dataset).

Its molar mass is 868.4 g/mol. The calculated total energy is -4128.49348 a.u. For the orbital gap (spin up / spin down), the calculation gives 7.6774 / 7.7157 eV. As for the relative energy (zero: lowest compared OMol25 entry of this formula, charge and spin): 83.3 kJ/mol.

Geometry as ORCA input:
```
! wB97M-V def2-TZVPD RIJCOSX def2/J DEFGRID3
* xyz -1 2
Co 0.003 -0.801 -0.056
O -4.779 -4.525 -1.373
C -3.738 -3.698 -1.109
C -3.943 -2.372 -0.742
C -2.851 -1.575 -0.456
N -1.607 -2.033 -0.537
C -1.397 -3.299 -0.894
C -2.429 -4.171 -1.187
C 0.082 -3.695 -0.862
O 0.416 -4.820 -1.205
O 0.829 -2.769 -0.432
C -2.985 -0.152 0.079
O -4.084 0.380 0.097
O -1.893 0.320 0.523
H -5.601 -4.036 -1.233
H -4.932 -1.941 -0.661
H -2.209 -5.191 -1.454
C 4.200 -2.785 1.436
C 4.003 -1.673 0.397
C 3.894 -2.287 -1.005
C 5.135 -0.639 0.460
C 2.745 -1.026 0.708
N 1.720 -0.564 0.964
H 5.146 -3.290 1.252
H 3.394 -3.510 1.351
H 4.202 -2.386 2.448
H 4.786 -2.872 -1.223
H 3.788 -1.512 -1.761
H 3.018 -2.929 -1.056
H 6.084 -1.113 0.219
H 5.209 -0.199 1.454
H 4.953 0.158 -0.256
Te -1.130 -0.137 2.912
C -0.734 -0.845 4.945
C 0.054 -1.967 5.160
C 0.316 -2.420 6.439
C -0.205 -1.748 7.532
C -0.993 -0.627 7.333
C -1.255 -0.184 6.049
C -2.458 -1.792 2.690
C -3.824 -1.583 2.800
C -4.708 -2.632 2.616
C -4.229 -3.899 2.329
C -2.865 -4.113 2.223
C -1.984 -3.061 2.399
H 0.472 -2.485 4.308
H 0.937 -3.293 6.589
H 0.000 -2.098 8.536
H -1.402 -0.096 8.183
H -1.875 0.689 5.894
H -4.192 -0.591 3.019
H -5.773 -2.456 2.696
H -4.917 -4.722 2.191
H -2.486 -5.099 1.989
H -0.920 -3.227 2.296
C 4.345 3.035 -1.740
C 3.154 2.577 -2.597
C 3.295 1.100 -2.957
C 3.055 3.425 -3.871
O 2.007 2.792 -1.825
Si 0.536 2.060 -1.888
O 0.551 0.619 -1.239
O 0.121 2.000 -3.479
C -1.173 1.890 -4.027
C -2.104 1.074 -3.133
C -1.723 3.309 -4.199
C -1.036 1.188 -5.386
O -0.445 3.178 -1.202
C -0.387 3.764 0.079
C 0.184 2.791 1.107
C -1.827 4.144 0.445
C 0.505 5.012 0.022
H 5.273 2.982 -2.304
H 4.415 2.406 -0.857
H 4.180 4.059 -1.414
H 4.279 0.900 -3.379
H 2.521 0.827 -3.668
H 3.135 0.516 -2.056
H 3.915 3.256 -4.518
H 2.998 4.480 -3.610
H 2.140 3.147 -4.389
H -2.252 1.592 -2.193
H -1.647 0.110 -2.918
H -3.069 0.919 -3.614
H -1.715 3.786 -3.225
H -2.736 3.286 -4.594
H -1.082 3.880 -4.868
H -0.655 0.181 -5.233
H -0.342 1.726 -6.028
H -2.006 1.131 -5.877
H -0.375 1.864 1.045
H 0.116 3.204 2.112
H 1.220 2.574 0.864
H -2.437 3.244 0.477
H -2.235 4.815 -0.309
H -1.856 4.637 1.414
H 1.496 4.708 -0.301
H 0.565 5.477 1.004
H 0.109 5.732 -0.689
*
```

Here are the Löwdin charges for atoms 1 to 6, given in e: 0.606 0.070 -0.290 0.063 -0.157 0.108



# C36H49F4N7O2P2S

A cluster of 8 separate species, C36H49F4N7O2P2S in total at a distorted geometry (ωB97M-V/def2-TZVPD, the OMol25 dataset).

As for the SMILES: CC(=O)OCCCCP([PH2]=S)C(F)(F)C(F)F.c1cc[nH]c1.c1cc[nH]c1.c1cc[nH]c1.c1cc[nH]c1.c1cc[nH]c1.c1cc[nH]c1.c1cc[nH]c1. Its molar mass is 781.8 g/mol. The calculated total energy is -3415.19347 a.u. For the orbital gap, the calculation gives 8.0163 eV.

Geometry as ORCA input:
```
! wB97M-V def2-TZVPD RIJCOSX def2/J DEFGRID3
* xyz 0 1
C 0.592 0.340 3.241
C -0.892 0.510 3.493
O -1.348 1.577 3.488
O -1.684 -0.566 3.770
C -1.926 -1.395 2.632
C -3.138 -0.942 1.825
C -4.454 -0.986 2.615
C -5.647 -1.115 1.615
P -6.957 0.192 1.632
P -6.129 2.207 1.418
S -4.294 2.497 2.010
C -7.694 0.186 3.368
F -8.528 1.241 3.397
F -6.805 0.339 4.346
C -8.561 -1.081 3.556
F -9.702 -0.792 4.161
F -7.891 -1.991 4.283
H 0.983 -0.641 3.506
H 0.792 0.554 2.191
H 1.104 1.111 3.810
H -1.978 -2.451 2.893
H -1.057 -1.312 1.960
H -2.946 0.039 1.387
H -3.222 -1.644 0.987
H -4.434 -1.896 3.222
H -4.538 -0.152 3.304
H -5.313 -1.254 0.589
H -6.174 -2.041 1.869
H -6.253 2.593 0.062
H -7.004 3.022 2.178
H -8.840 -1.533 2.605
C -5.491 -5.719 6.279
C -6.706 -6.420 6.503
C -7.731 -5.583 6.148
N -7.183 -4.405 5.722
C -5.820 -4.480 5.794
H -4.492 -6.083 6.453
H -6.814 -7.423 6.881
H -8.798 -5.724 6.163
H -7.701 -3.604 5.403
H -5.203 -3.648 5.498
C 4.384 -0.241 -0.477
C 4.183 -1.616 -0.172
C 2.856 -1.885 -0.350
N 2.240 -0.724 -0.747
C 3.171 0.282 -0.830
H 5.314 0.301 -0.441
H 4.932 -2.325 0.142
H 2.293 -2.795 -0.229
H 1.260 -0.627 -0.942
H 2.886 1.277 -1.132
C -0.603 0.092 -5.087
C 0.568 -0.225 -5.824
C 1.550 -0.530 -4.919
N 1.019 -0.405 -3.665
C -0.294 -0.031 -3.758
H -1.564 0.377 -5.487
H 0.676 -0.228 -6.897
H 2.577 -0.822 -5.059
H 1.516 -0.563 -2.803
H -0.893 0.116 -2.874
C -0.256 2.422 -9.910
C 1.065 2.909 -9.732
C 1.290 2.994 -8.383
N 0.156 2.581 -7.740
C -0.789 2.226 -8.663
H -0.758 2.235 -10.846
H 1.770 3.167 -10.505
H 2.156 3.312 -7.827
H 0.036 2.543 -6.743
H -1.757 1.868 -8.354
C 7.442 -3.276 3.648
C 7.149 -1.922 3.966
C 7.207 -1.205 2.802
N 7.526 -2.074 1.791
C 7.666 -3.338 2.300
H 7.482 -4.108 4.332
H 6.921 -1.521 4.940
H 7.050 -0.159 2.604
H 7.640 -1.822 0.825
H 7.914 -4.168 1.659
C 11.166 0.741 1.331
C 9.767 0.495 1.351
C 9.141 1.684 1.085
N 10.106 2.638 0.911
C 11.342 2.070 1.055
H 11.951 0.023 1.500
H 9.281 -0.443 1.536
H 8.095 1.935 1.007
H 9.934 3.606 0.708
H 12.238 2.659 0.949
C -1.661 5.052 -5.410
C -1.949 6.205 -4.631
C -2.009 5.807 -3.322
N -1.772 4.460 -3.279
C -1.555 3.994 -4.547
H -1.544 5.007 -6.481
H -2.096 7.209 -4.991
H -2.200 6.364 -2.420
H -1.760 3.901 -2.445
H -1.345 2.951 -4.723
*
```

Here are the Löwdin charges for atoms 1 to 6, given in e: 0.018 -0.564 0.142 -0.013 -0.187 -0.202



# C36H49MnN5P2Si

A structure of composition C36H49MnN5P2Si at a distorted geometry (ωB97M-V/def2-TZVPD, the OMol25 dataset).

Its molar mass is 696.8 g/mol. The calculated total energy is -3797.97288 a.u. For the orbital gap (spin up / spin down), the calculation gives 5.7901 / 5.4130 eV. As for the relative energy (zero: lowest compared OMol25 entry of this formula, charge and spin): 266.7 kJ/mol.

Geometry as ORCA input:
```
! wB97M-V def2-TZVPD RIJCOSX def2/J DEFGRID3
* xyz 0 6
Mn -0.114 0.998 0.767
C -1.359 1.542 -4.513
C -1.375 0.219 -4.312
C -0.410 -0.732 -4.964
C 1.067 -0.249 -5.047
C 1.599 0.444 -3.822
C 1.251 1.660 -3.352
C 0.800 2.761 -4.258
C -0.300 2.321 -5.244
C 1.254 1.871 1.929
H -2.225 2.155 -4.246
H -2.269 -0.267 -3.901
H -0.738 -0.969 -6.000
H -0.446 -1.692 -4.421
H 1.695 -1.140 -5.214
H 1.198 0.356 -5.957
H 2.513 -0.027 -3.420
H 1.587 1.957 -2.357
H 1.657 3.152 -4.835
H 0.439 3.599 -3.649
H -0.749 3.229 -5.682
H 0.141 1.765 -6.085
H 0.637 2.535 2.549
H 2.084 2.419 1.477
H 1.631 1.035 2.535
P 1.954 -0.245 -0.196
P -1.105 -1.071 -0.148
N 3.248 0.825 -0.850
N 3.059 -1.377 0.602
N -1.666 0.282 -1.192
N -2.515 -1.988 0.220
C 1.287 -1.312 -1.517
C -0.040 -2.052 -1.246
C 3.158 2.228 -0.831
C 4.271 2.765 -1.458
C 5.067 1.668 -1.918
C 4.416 0.497 -1.544
C 3.727 -1.045 1.784
C 4.391 -2.167 2.250
C 4.130 -3.234 1.338
C 3.301 -2.729 0.346
C -1.145 1.616 -0.830
C -2.131 2.553 -1.256
C -3.177 1.836 -1.853
C -2.909 0.476 -1.743
C -3.604 -2.365 -0.580
C -4.535 -3.024 0.209
C -4.000 -3.094 1.538
C -2.775 -2.446 1.525
H 2.079 -1.989 -1.863
H 1.060 -0.630 -2.350
H -0.578 -2.236 -2.190
H 0.157 -3.031 -0.777
H 2.288 2.727 -0.426
H 4.477 3.820 -1.566
H 5.999 1.739 -2.461
H 4.700 -0.533 -1.674
H 3.684 -0.039 2.168
H 4.977 -2.219 3.152
H 4.479 -4.250 1.415
H 2.893 -3.204 -0.532
H -0.027 1.717 -0.987
H -2.045 3.635 -1.177
H -4.023 2.205 -2.415
H -3.450 -0.352 -2.177
H -3.620 -2.155 -1.638
H -5.505 -3.398 -0.095
H -4.460 -3.554 2.403
H -2.044 -2.275 2.309
C -3.488 1.390 1.870
Si -2.367 0.925 3.288
C -1.962 2.459 4.263
C -3.410 -0.273 4.284
N -0.873 0.134 2.737
C -0.198 -0.652 3.643
C -0.323 -0.443 5.046
C 0.376 -1.217 5.966
C 1.235 -2.233 5.523
C 1.359 -2.484 4.149
C 0.656 -1.717 3.228
H -4.445 1.703 2.318
H -3.695 0.546 1.200
H -3.103 2.209 1.250
H -2.845 3.114 4.224
H -1.749 2.247 5.318
H -1.108 2.998 3.836
H -3.556 -1.221 3.749
H -2.979 -0.505 5.266
H -4.397 0.185 4.444
H -0.969 0.352 5.416
H 0.246 -1.025 7.035
H 1.815 -2.810 6.246
H 2.007 -3.287 3.791
H 0.751 -1.912 2.159
*
```

Here are the Löwdin charges for atoms 1 to 6, given in e: 0.469 -0.099 -0.115 -0.170 -0.181 -0.141



# C36H49N5P2SiV

A structure of composition C36H49N5P2SiV at a distorted geometry (ωB97M-V/def2-TZVPD, the OMol25 dataset).

Its molar mass is 692.8 g/mol. The calculated total energy is -3590.91693 a.u. For the orbital gap (spin up / spin down), the calculation gives 6.0680 / 5.6533 eV. As for the relative energy (zero: lowest compared OMol25 entry of this formula, charge and spin): 352.1 kJ/mol.

Geometry as ORCA input:
```
! wB97M-V def2-TZVPD RIJCOSX def2/J DEFGRID3
* xyz 0 4
V 0.014 0.578 0.984
C -1.554 1.604 -4.508
C -1.587 0.284 -4.336
C -0.675 -0.645 -5.085
C 0.816 -0.221 -5.088
C 1.306 0.394 -3.809
C 1.110 1.669 -3.429
C 0.692 2.728 -4.412
C -0.516 2.350 -5.295
C 2.182 0.943 1.968
H -2.375 2.237 -4.167
H -2.433 -0.213 -3.867
H -1.011 -0.740 -6.133
H -0.761 -1.656 -4.654
H 1.419 -1.129 -5.252
H 1.025 0.413 -5.962
H 1.975 -0.273 -3.266
H 1.354 2.035 -2.434
H 1.534 2.997 -5.076
H 0.450 3.656 -3.873
H -0.964 3.274 -5.690
H -0.194 1.789 -6.183
H 1.177 1.304 2.316
H 2.798 1.854 1.943
H 2.545 0.285 2.779
P 2.222 0.043 0.352
P -1.755 -0.247 -0.142
N 3.327 1.030 -0.552
N 3.147 -1.323 0.698
N -2.578 0.931 -1.085
N -2.991 -1.355 0.252
C 1.010 -0.607 -0.930
C -0.449 -1.165 -1.027
C 3.232 2.425 -0.476
C 4.095 2.976 -1.402
C 4.682 1.898 -2.145
C 4.190 0.711 -1.616
C 4.252 -1.246 1.556
C 4.753 -2.519 1.741
C 3.930 -3.418 0.981
C 2.952 -2.663 0.355
C -2.447 2.310 -0.830
C -3.329 2.988 -1.648
C -4.054 2.013 -2.409
C -3.544 0.767 -2.074
C -4.074 -1.893 -0.457
C -4.808 -2.684 0.409
C -4.156 -2.668 1.683
C -3.047 -1.861 1.561
H 1.609 -1.439 -1.326
H 1.073 0.164 -1.702
H -0.719 -1.145 -2.098
H -0.472 -2.222 -0.712
H 2.573 2.891 0.244
H 4.261 4.034 -1.544
H 5.346 2.003 -2.985
H 4.403 -0.318 -1.880
H 4.559 -0.289 1.958
H 5.584 -2.776 2.379
H 4.007 -4.498 0.942
H 2.155 -2.967 -0.307
H -1.782 2.683 -0.065
H -3.419 4.058 -1.744
H -4.821 2.178 -3.152
H -3.759 -0.213 -2.478
H -4.205 -1.661 -1.496
H -5.706 -3.227 0.145
H -4.463 -3.197 2.572
H -2.273 -1.588 2.284
C -1.421 2.293 2.470
Si -1.339 0.919 3.723
C -0.544 1.556 5.298
C -3.008 0.267 4.229
N -0.420 -0.248 2.793
C -0.018 -1.435 3.396
C 0.612 -2.451 2.641
C 1.153 -3.574 3.285
C 0.937 -3.742 4.666
C 0.228 -2.786 5.412
C -0.249 -1.648 4.772
H -1.302 3.160 3.140
H -2.428 2.333 2.038
H -0.673 2.418 1.653
H -1.166 2.412 5.615
H -0.527 0.838 6.130
H 0.487 1.903 5.133
H -3.509 -0.318 3.451
H -2.955 -0.353 5.134
H -3.632 1.145 4.457
H 0.658 -2.355 1.557
H 1.711 -4.319 2.710
H 1.326 -4.635 5.164
H 0.027 -2.908 6.482
H -0.787 -0.900 5.341
*
```

Here are the Löwdin charges for atoms 1 to 6, given in e: 0.246 -0.093 -0.125 -0.178 -0.189 -0.122